DFT (ωB97M-V/def2-TZVPD) results for C52H54N7O2Y as an isolated structure.

Results
* frontier orbital gap: 5.77 eV
* maximum force: 0.86 eV Å⁻¹
* ΔE to the lowest compared entry with this formula, charge and spin: 0.274 eV
* molar mass: 897.957 g/mol
* E_HOMO: -7.12 eV

```
116
Properties=species:S:1:pos:R:3:lowdin_charge:R:1
Y 0.50168 0.19600 0.33646 1.583
C 3.50577 5.09030 -2.13963 -0.093
C 2.16929 5.51475 -1.52770 -0.182
C 1.41113 4.46658 -0.76589 -0.115
C 0.69279 4.68878 0.38117 -0.134
C 0.46172 5.99178 1.07966 -0.198
C -0.71341 6.76783 0.48325 -0.081
C 0.09189 3.43228 0.74798 -0.232
N 0.49252 2.46138 -0.11966 -0.008
C 1.22798 3.07082 -1.09213 -0.222
C 1.54231 2.44189 -2.30363 0.042
C 1.20970 1.16396 -2.72294 -0.248
C 1.54277 0.61226 -4.02270 -0.137
C 2.19642 1.36971 -5.13241 -0.194
C 1.20671 2.22532 -5.92507 -0.077
C 1.14007 -0.68820 -4.01360 -0.128
C 0.54120 -0.92691 -2.71322 -0.225
C 0.01663 -2.15357 -2.28931 0.055
C -0.68475 -2.40380 -1.11867 -0.224
N -0.97862 -1.45614 -0.18755 -0.005
C -1.78293 -2.03721 0.74579 -0.224
C -2.38456 -1.34890 1.78659 0.054
C -2.28176 0.02190 2.06024 -0.226
N -1.41616 0.87761 1.45967 0.007
C -1.63296 2.11550 2.00487 -0.249
C -0.89927 3.25740 1.71843 0.048
C -2.70954 2.04106 2.96925 -0.131
C -3.09636 0.73611 3.02322 -0.133
C -4.19332 0.12986 3.83881 -0.194
C -5.48013 -0.06446 3.03480 -0.079
C -3.25306 3.19326 3.75525 -0.186
C -2.45698 3.47199 5.03033 -0.088
C -1.96667 -3.44559 0.42269 -0.117
C -1.28476 -3.67332 -0.73056 -0.116
C -1.18776 -4.93796 -1.52064 -0.182
C -2.20137 -4.99081 -2.66608 -0.076
C -2.80469 -4.39734 1.21306 -0.183
C -4.29666 -4.26833 0.89947 -0.076
N 0.59310 0.20392 -1.96559 0.003
C 1.24158 -1.70451 -5.10460 -0.191
C -0.07859 -1.91100 -5.84854 -0.077
H 4.10351 5.97113 -2.37551 0.073
H 3.39225 4.53197 -3.06753 0.053
H 4.07872 4.47465 -1.44411 0.081
H 1.52881 5.94912 -2.30289 0.122
H 2.36735 6.33283 -0.83161 0.102
H 1.36680 6.60131 1.02776 0.105
H 0.28752 5.81628 2.14397 0.105
H -0.53216 6.99656 -0.56797 0.074
H -0.87688 7.70777 1.01178 0.072
H -1.63176 6.18075 0.53543 0.074
H 2.06925 3.04297 -3.03066 0.091
H 2.69545 0.66905 -5.80541 0.106
H 2.98905 2.00706 -4.72787 0.104
H 0.43610 1.60134 -6.37915 0.071
H 1.71220 2.77601 -6.71924 0.073
H 0.70413 2.94432 -5.27636 0.074
H 0.14045 -2.98800 -2.96841 0.108
H -3.04575 -1.91854 2.42805 0.109
H -1.16996 4.14520 2.27810 0.107
H -4.39177 0.76130 4.70790 0.106
H -3.86195 -0.83227 4.24140 0.109
H -5.84625 0.89075 2.65575 0.078
H -6.26406 -0.51218 3.64682 0.073
H -5.30751 -0.71214 2.17397 0.065
H -4.29486 2.99168 4.01430 0.109
H -3.27265 4.08909 3.12982 0.110
H -2.50728 2.61826 5.70830 0.067
H -2.84575 4.34426 5.55712 0.073
H -1.40439 3.65479 4.80381 0.067
H -1.33466 -5.79162 -0.85648 0.110
H -0.17471 -5.04497 -1.91715 0.112
H -3.22172 -4.94255 -2.28376 0.067
H -2.09559 -5.91159 -3.24034 0.074
H -2.06863 -4.14777 -3.34656 0.064
H -2.63555 -4.23249 2.28083 0.111
H -2.47388 -5.41894 1.01716 0.109
H -4.65272 -3.25349 1.08503 0.062
H -4.88462 -4.95271 1.51186 0.074
H -4.49383 -4.49564 -0.14891 0.068
H 1.58032 -2.65629 -4.68374 0.109
H 2.01581 -1.40155 -5.81297 0.105
H -0.86829 -2.23035 -5.16678 0.066
H 0.02492 -2.66753 -6.62719 0.074
H -0.40810 -0.98217 -6.31601 0.071
O 2.79300 -5.96081 3.62643 -0.030
C 3.16833 -5.64928 2.48553 -0.690
O 3.83189 -6.25575 1.63014 -0.029
C 2.69871 -4.23959 2.03177 -0.067
C 3.07199 -3.71962 0.80550 0.065
C 2.59375 -2.47952 0.41456 -0.196
N 1.75945 -1.76698 1.17892 0.053
C 1.44514 -2.23316 2.39530 -0.196
C 1.92476 -3.44510 2.86171 0.064
C 0.77942 -1.27205 3.31164 -0.217
C 0.14840 -1.71057 4.47298 0.000
C -0.28792 -0.76930 5.38409 -0.037
C -0.08293 0.57624 5.11142 -0.045
C 0.49587 0.92368 3.90611 -0.123
N 0.90713 0.02688 3.00643 0.067
C 3.17333 -1.76333 -0.74791 -0.217
C 3.81726 -2.43974 -1.77969 -0.002
C 4.51779 -1.70968 -2.72153 -0.045
C 4.56015 -0.32978 -2.60534 -0.049
C 3.84489 0.26413 -1.57951 -0.129
N 3.14893 -0.42380 -0.67614 0.094
H 3.76499 -4.30201 0.21338 0.120
H 1.73465 -3.81836 3.85884 0.119
H 0.02040 -2.76748 4.65396 0.119
H -0.77087 -1.07776 6.30225 0.115
H -0.38119 1.34765 5.80626 0.099
H 0.63300 1.96351 3.63667 0.110
H 3.77961 -3.51850 -1.82719 0.118
H 5.03641 -2.21294 -3.52724 0.114
H 5.11975 0.28197 -3.29928 0.109
H 3.82560 1.34121 -1.47349 0.106
```